(1)
The following is a DFT calculation (the ωB97M-V functional and the def2-TZVPD basis) of a structure of composition C36H43ClN6O6Pt.

Geometry as ORCA input:
```
! RIJCOSX wB97M-V def2-TZVPD def2/J DEFGRID3
* xyz 2 1
Pt 0.06 -0.49 0.09
C 0.08 -1.19 6.76
O 0.80 -0.09 7.29
C 1.11 1.04 6.60
C 1.66 2.03 7.41
C 2.03 3.26 6.90
C 1.84 3.54 5.56
C 1.30 2.57 4.75
C 0.95 1.30 5.24
N 0.38 0.34 4.32
C 0.72 0.18 3.03
N 1.94 0.60 2.67
C 2.50 0.75 1.38
C 1.80 0.47 0.22
C 2.27 0.71 -1.05
C 3.55 1.22 -1.19
C 4.31 1.45 -0.06
C 3.81 1.23 1.22
O 4.73 1.51 2.18
C 4.58 1.39 3.59
N -0.07 -0.47 2.21
C -1.38 -0.89 2.58
C -2.47 -0.12 2.16
C -3.77 -0.47 2.46
C -4.00 -1.64 3.20
C -2.94 -2.42 3.60
C -1.62 -2.07 3.30
O -0.70 -2.92 3.83
C 0.66 -2.99 3.39
H -0.02 -1.89 7.58
H 0.60 -1.68 5.94
H -0.93 -0.89 6.44
H 1.76 1.80 8.46
H 2.45 4.01 7.57
H 2.09 4.51 5.15
H 1.09 2.80 3.71
H -0.49 -0.08 4.58
H 2.47 0.99 3.43
H 1.65 0.51 -1.92
H 3.95 1.41 -2.18
H 5.32 1.83 -0.14
H 5.54 1.65 4.00
H 4.34 0.37 3.90
H 3.85 2.11 3.99
H -2.26 0.79 1.61
H -4.60 0.15 2.15
H -5.01 -1.93 3.46
H -3.09 -3.33 4.17
H 1.01 -3.98 3.67
H 1.29 -2.25 3.88
H 0.74 -2.86 2.32
C -0.06 2.44 -3.64
C -0.14 0.93 -3.74
C 0.74 0.32 -4.63
C 0.75 -1.05 -4.84
Cl 1.85 -1.73 -5.97
C -0.14 -1.88 -4.17
C -1.02 -1.30 -3.29
C -1.02 0.08 -3.05
O -2.00 0.40 -2.13
C -2.41 1.65 -1.81
C -1.39 2.37 -0.62
O -1.60 3.55 -0.64
O -0.64 1.60 0.01
H 0.83 2.79 -4.14
H -0.03 2.80 -2.61
H -0.91 2.91 -4.14
H 1.44 0.94 -5.18
H -0.15 -2.94 -4.37
H -1.81 -1.88 -2.82
H -3.36 1.58 -1.29
H -2.43 2.35 -2.63
C 2.96 -2.47 0.40
N 2.19 -3.60 -0.09
C 2.94 -4.51 -0.97
C 0.85 -3.66 0.00
N 0.07 -2.59 0.13
N 0.27 -4.89 -0.03
C -1.15 -5.02 -0.30
C 0.90 -6.06 0.58
H 3.90 -2.84 0.80
H 2.42 -1.96 1.19
H 3.19 -1.75 -0.39
H 3.45 -3.92 -1.73
H 2.28 -5.21 -1.46
H 3.70 -5.06 -0.40
H -0.88 -2.85 0.38
H -1.77 -4.76 0.57
H -1.36 -6.05 -0.56
H -1.44 -4.39 -1.14
H 1.88 -5.81 0.97
H 1.00 -6.87 -0.14
H 0.28 -6.41 1.41
*
```

Output
Frontier orbital gap (alpha / beta) ... 4.001 / 3.757 eV
E ... -75005.40178 eV
Relative energy (zero: lowest compared OMol25 entry of this formula, charge and spin) ... 87.5 kcal per mole
Largest force on an atom ... 0.141 hartree/bohr

=====

(2)
The following is a DFT calculation (the ωB97M-V functional and the def2-TZVPD basis) of a cluster of 2 separate species, C3H6O in total.

Geometry as ORCA input:
```
! RIJCOSX wB97M-V def2-TZVPD def2/J DEFGRID3
* xyz 1 2
C 0.99 -1.72 -0.97
C 0.10 -0.87 -0.52
O -0.13 2.46 0.35
C -0.38 -0.19 0.71
H 0.76 -0.08 -1.00
H 0.69 -2.65 -1.45
H -0.85 2.90 -0.15
H -1.41 -0.13 1.01
H -0.02 0.87 0.49
H 0.27 -0.59 1.53
*
```

Output
Frontier orbital gap (alpha / beta) ... 9.365 / 8.700 eV
E ... -5240.13719 eV
Relative energy (zero: lowest compared OMol25 entry of this formula, charge and spin) ... 148.3 kcal per mole
Largest force on an atom ... 0.096 hartree/bohr

=====

(3)
The following is a DFT calculation (the ωB97M-V functional and the def2-TZVPD basis) of an isolated molecule of C11H15BrO.

Geometry as ORCA input:
```
! RIJCOSX wB97M-V def2-TZVPD def2/J DEFGRID3
* xyz 0 1
C -1.47 0.16 -2.68
O -0.69 -0.63 -1.74
C -0.49 -0.12 -0.44
C -1.61 -0.35 0.51
Br -3.33 0.24 -0.07
C -1.69 -1.63 1.31
C -1.44 -0.40 2.02
C 0.15 1.26 -0.29
C 0.06 2.63 -0.87
C -0.33 2.42 0.60
C 0.96 0.00 -0.03
C 1.91 -0.39 1.00
C 2.22 -0.72 -0.41
H -2.30 0.66 -2.07
H -1.87 -0.49 -3.49
H -0.85 0.96 -3.14
H -0.83 -2.38 0.99
H -2.72 -2.12 1.27
H -2.26 -0.08 2.59
H -0.47 -0.38 2.63
H -0.79 3.02 -1.44
H 1.08 3.10 -1.04
H 0.23 2.79 1.48
H -1.46 2.40 0.77
H 1.69 -1.17 1.72
H 2.50 0.43 1.50
H 3.08 -0.18 -0.93
H 2.06 -1.75 -0.72
*
```

Output
Frontier orbital gap ... 9.894 eV
E ... -83734.58198 eV
Relative energy (zero: lowest compared OMol25 entry of this formula, charge and spin) ... 86.6 kcal per mole
SMILES ... CO[C@]1(C2(Br)CC2)[C@]2(CC2)[C@@]12CC2
Largest force on an atom ... 0.094 hartree/bohr